# C38H32F7N6O12P

6 unconnected molecules or ions with the total composition C38H32F7N6O12P at a distorted geometry (the ωB97M-V functional and the def2-TZVPD basis, OMol25).

**F_max**: 2.78 eV/Å
**DFT total energy**: -101730.116 eV

ORCA input file:
```
! RIJCOSX wB97M-V def2-TZVPD def2/J DEFGRID3
* xyz 0 1
C -4.0752 0.0311 -6.9991
C -3.5099 -0.2401 -5.9829
P -2.3898 -0.3560 -4.6743
C -1.9092 -2.0954 -4.4963
N -2.9619 -2.8330 -3.8005
C -2.5663 -4.2605 -3.6825
C -3.3060 0.3230 -3.1111
O -2.5869 0.4580 -2.1352
O -4.4889 0.5209 -3.3388
C -0.8616 0.7231 -4.9862
F -1.2743 1.8816 -5.5150
F -0.3467 0.9833 -3.7693
C 0.3029 0.1167 -5.8066
F 1.2295 1.0933 -5.8975
F 0.8639 -0.9015 -5.1423
C -0.0320 -0.3178 -7.2726
F -1.0822 0.3355 -7.7524
F 1.0157 -0.0297 -8.0476
F -0.2220 -1.6347 -7.3464
H -4.6475 -0.0038 -7.8936
H -1.6879 -2.5438 -5.4674
H -1.0190 -2.1155 -3.8718
H -3.7804 -2.8356 -4.3980
H -2.6632 -4.5848 -2.6532
H -1.5177 -4.3785 -3.9472
H -3.1300 -4.8985 -4.3554
C 1.0975 0.9137 -1.0267
C 2.3455 0.8701 -0.4183
C 2.4780 1.1944 0.9208
C 1.3488 1.5559 1.6318
C 0.0991 1.6106 1.0409
C -0.0258 1.2862 -0.3006
N 1.4871 1.8791 3.0600
O 2.5977 1.8434 3.5424
O 0.4792 2.1620 3.6813
H 1.0000 0.6521 -2.0670
H 3.2176 0.5795 -0.9892
H 3.4452 1.1615 1.3993
H -0.7717 1.8985 1.6096
H -0.9950 1.3166 -0.7792
C 6.3065 4.9041 -2.1522
C 6.1818 4.1832 -0.9722
C 6.3861 2.8137 -0.9726
C 6.7143 2.1875 -2.1598
C 6.8365 2.8868 -3.3460
C 6.6298 4.2560 -3.3372
N 6.9473 0.7373 -2.1598
O 6.8076 0.1402 -1.1094
O 7.2624 0.2126 -3.2067
H 6.1517 5.9747 -2.1484
H 5.9281 4.6880 -0.0508
H 6.2897 2.2527 -0.0553
H 7.0898 2.3779 -4.2637
H 6.7235 4.8187 -4.2552
C 6.3448 -2.9738 -1.3961
C 6.2066 -3.7095 -0.2259
C 6.3935 -5.0823 -0.2396
C 6.7212 -5.6984 -1.4327
C 6.8580 -4.9857 -2.6092
C 6.6667 -3.6139 -2.5858
N 6.9413 -7.1531 -1.4492
O 6.7953 -7.7574 -0.4073
O 7.2571 -7.6636 -2.5042
H 6.2054 -1.9032 -1.3825
H 5.9555 -3.2116 0.7005
H 6.2871 -5.6586 0.6669
H 7.1114 -5.4876 -3.5307
H 6.7729 -3.0396 -3.4959
C -2.6328 2.4981 3.8580
C -3.6803 1.6280 3.5816
C -4.9882 2.0163 3.8214
C -5.2285 3.2775 4.3349
C -4.1998 4.1557 4.6219
C -2.8952 3.7582 4.3804
N -6.6158 3.7041 4.5736
O -7.5029 2.9093 4.3352
O -6.7960 4.8276 4.9959
H -1.6091 2.1992 3.6668
H -3.4787 0.6461 3.1764
H -5.8008 1.3383 3.6054
H -4.4075 5.1348 5.0260
H -2.0789 4.4332 4.5978
C -7.7135 0.7793 8.8744
C -7.1397 0.9967 7.6294
C -6.4061 -0.0061 7.0196
C -6.2613 -1.2176 7.6664
C -6.8189 -1.4520 8.9091
C -7.5493 -0.4424 9.5146
N -5.5006 -2.2919 7.0079
O -5.0064 -2.0504 5.9263
O -5.4146 -3.3560 7.5843
H -8.2912 1.5629 9.3462
H -7.2666 1.9474 7.1298
H -5.9612 0.1626 6.0504
H -6.6905 -2.4046 9.4003
H -7.9942 -0.6103 10.4854
*
```

Now the Löwdin charges, all in e: 0.14, -0.21, 1.17, -0.33, -0.13, -0.10, -0.77, 0.00, 0.02, -0.50, 0.13, 0.10, -0.38, 0.16, 0.16, -0.55, 0.18, 0.18, 0.17, 0.05, 0.10, 0.11, 0.10, 0.08, 0.07, 0.08, -0.06, -0.06, -0.01, -0.14, 0.01, -0.04, -0.34, 0.09, 0.05, 0.09, 0.10, 0.12, 0.10, 0.09, -0.07, -0.06, 0.00, -0.15, 0.00, -0.06, -0.34, 0.06, 0.09, 0.11, 0.11, 0.12, 0.12, 0.11, -0.06, -0.06, -0.01, -0.15, -0.01, -0.06, -0.36, 0.08, 0.07, 0.07, 0.11, 0.12, 0.12, 0.11, -0.06, -0.05, -0.01, -0.15, 0.00, -0.05, -0.36, 0.07, 0.07, 0.06, 0.11, 0.12, 0.12, 0.11, -0.07, -0.06, 0.00, -0.15, -0.01, -0.07, -0.36, 0.07, 0.08, 0.11, 0.10, 0.11, 0.12, 0.11


# C30H31CdN3

A molecular structure, C30H31CdN3 (the ωB97M-V functional and the def2-TZVPD basis, OMol25).

**F_max**: 0.93 eV/Å
**DFT total energy**: -40646.342 eV

ORCA input file:
```
! RIJCOSX wB97M-V def2-TZVPD def2/J DEFGRID3
* xyz 0 1
Cd 0.6709 -0.3053 -0.4618
C 0.1084 -2.2387 2.0859
N 0.9538 -1.0780 1.8148
C 0.5809 0.0187 2.7065
C 2.3773 -1.3129 1.9101
C 2.8475 -2.2308 2.8311
C 4.2001 -2.4360 3.0355
C 5.0843 -1.6559 2.3171
C 4.6344 -0.7404 1.3859
C 3.2682 -0.5460 1.0925
N 2.7069 0.2856 0.1575
C 3.2856 1.1669 -0.7214
C 4.6529 1.3372 -1.0220
C 5.1194 2.2767 -1.9191
C 4.2469 3.0913 -2.6127
C 2.8929 2.9419 -2.3744
C 2.4108 2.0209 -1.4631
N 0.9883 1.9509 -1.2282
C 0.1608 2.1571 -2.4163
C 0.6145 2.8972 -0.1815
H -0.0348 -2.4090 3.1594
H -0.8769 -2.0657 1.6417
H 0.5539 -3.1323 1.6503
H 0.7932 -0.2276 3.7563
H 1.1442 0.9119 2.4366
H -0.4876 0.2136 2.6119
H 2.1456 -2.7975 3.4256
H 4.5414 -3.1686 3.7532
H 6.1492 -1.7644 2.4783
H 5.3911 -0.1598 0.8921
H 5.3962 0.7143 -0.5634
H 6.1848 2.3649 -2.0856
H 4.5994 3.8279 -3.3188
H 2.1978 3.5710 -2.9135
H -0.0050 3.2212 -2.6259
H 0.6361 1.6962 -3.2838
H -0.8157 1.6891 -2.2513
H 0.7618 3.9356 -0.5105
H -0.4377 2.7650 0.0682
H 1.2292 2.7216 0.7012
C -6.0737 0.3549 1.9223
C -5.1761 1.3710 2.2065
C -3.9272 1.3607 1.6198
C -3.5320 0.3488 0.7377
C -4.4519 -0.6644 0.4598
C -5.7025 -0.6565 1.0498
C -2.1408 0.3667 0.2842
C -1.4975 -0.3632 -0.6406
C -2.1366 -1.2482 -1.6033
C -1.6888 -2.5616 -1.7637
C -2.2496 -3.3941 -2.7109
C -3.2393 -2.9234 -3.5613
C -3.6714 -1.6106 -3.4388
C -3.1403 -0.7887 -2.4627
H -7.0469 0.3462 2.3908
H -5.4401 2.1660 2.8911
H -3.2331 2.1573 1.8483
H -4.1903 -1.4706 -0.2082
H -6.3972 -1.4551 0.8313
H -1.5550 1.0797 0.8706
H -0.8942 -2.9328 -1.1184
H -1.8885 -4.4099 -2.7945
H -3.6684 -3.5777 -4.3059
H -4.4269 -1.2248 -4.1083
H -3.5020 0.2229 -2.3548
*
```

Now the Löwdin charges, all in e: 1.43, -0.11, -0.30, -0.08, -0.23, -0.05, -0.10, -0.10, -0.03, -0.24, -0.05, -0.24, -0.03, -0.10, -0.10, -0.05, -0.23, -0.31, -0.10, -0.08, 0.09, 0.07, 0.09, 0.10, 0.08, 0.07, 0.10, 0.10, 0.10, 0.07, 0.07, 0.10, 0.10, 0.11, 0.09, 0.10, 0.06, 0.10, 0.07, 0.08, -0.10, -0.09, -0.05, -0.22, -0.03, -0.08, -0.16, -0.25, -0.32, -0.08, -0.09, -0.10, -0.08, -0.06, 0.10, 0.10, 0.11, 0.10, 0.10, 0.05, 0.09, 0.10, 0.10, 0.10, 0.12


# C11H25NNbO3

A molecular structure, C11H25NNbO3 at a distorted geometry (the ωB97M-V functional and the def2-TZVPD basis, OMol25).

**F_max**: 3.47 eV/Å
**DFT total energy**: -20989.338 eV

ORCA input file:
```
! RIJCOSX wB97M-V def2-TZVPD def2/J DEFGRID3
* xyz -1 1
C -0.1038 -0.4600 -0.6934
C 0.1735 0.2400 -2.0936
C 1.2418 1.4339 -2.0612
C 2.7251 1.0001 -1.6796
N 2.9054 0.4816 -0.2892
Nb 2.6326 1.9561 1.2396
C 2.2651 3.3375 3.0202
C 3.3773 0.3739 2.7459
C 2.2126 -0.3467 3.5124
O 1.6371 0.2015 4.4921
H -0.4714 0.2608 0.0987
H 0.7916 -1.0619 -0.3064
H -0.9393 -1.2423 -0.8403
H 0.4611 -0.5122 -2.8916
H -0.8216 0.7228 -2.4094
H 1.2972 1.8276 -3.1421
H 0.8537 2.3260 -1.4553
H 3.4861 1.8268 -1.9209
H 2.9996 0.1343 -2.3919
H 3.8860 0.1589 -0.2300
H 4.3725 2.5147 1.0961
H 2.1918 3.2701 0.0604
H 0.8896 1.4110 1.4000
H 2.3853 2.7626 4.0087
H 1.2115 3.7681 3.0079
H 3.0517 4.1698 3.0440
H 4.0324 -0.4099 2.2314
H 4.0261 0.9441 3.4914
H 1.9106 -1.4091 3.1903
O -2.0601 -2.2024 -1.9168
C -3.1854 -2.2406 -1.4989
O -3.7021 -1.3335 -0.6278
C -5.0244 -1.7328 -0.2515
C -5.4963 -2.6449 -1.3618
C -4.2074 -3.3017 -1.8126
H -4.9723 -2.2449 0.7138
H -5.6581 -0.8508 -0.1491
H -6.2621 -3.3531 -1.0413
H -5.9104 -2.0487 -2.1806
H -3.9806 -4.1974 -1.2300
H -4.2221 -3.5293 -2.8777
*
```

Now the Löwdin charges, all in e: -0.16, -0.26, -0.26, -0.39, -0.30, 1.32, -0.43, -0.38, -0.36, -0.11, 0.03, 0.06, 0.03, 0.10, 0.10, 0.10, 0.06, 0.09, 0.10, 0.01, -0.16, -0.14, -0.11, -0.03, -0.03, -0.04, 0.02, 0.04, 0.10, 0.10, -0.46, 0.04, -0.16, -0.17, -0.08, 0.13, 0.13, 0.11, 0.12, 0.13, 0.13


# C3H7O3

2 unconnected molecules or ions with the total composition C3H7O3 at a distorted geometry (the ωB97M-V functional and the def2-TZVPD basis, OMol25).

**F_max**: 1.14 eV/Å
**Relative energy (zero: lowest compared OMol25 entry of this formula, charge and spin)**: 17.61 kcal per mole

ORCA input file:
```
! RIJCOSX wB97M-V def2-TZVPD def2/J DEFGRID3
* xyz -1 1
C -0.9100 -2.3985 0.8666
O -1.4336 -1.2122 1.4444
H -1.0774 -0.4770 0.9197
H 0.1228 -2.2348 0.5480
H -0.8703 -3.1520 1.6564
H -1.5207 -2.6910 0.0197
C 1.0533 2.1769 -1.1802
C 0.5341 0.8577 -0.5575
O -0.3662 0.2508 -1.1962
O 1.0172 0.5014 0.5440
H 0.6354 2.9873 -0.5864
H 0.6595 2.1691 -2.1848
H 2.1356 2.1936 -1.0902
*
```

Now the Löwdin charges, all in e: -0.19, -0.16, 0.03, 0.07, 0.06, 0.06, -0.05, -0.79, -0.10, -0.10, 0.06, 0.05, 0.05